No. 1
Formula: C5H10N3O3
Source: OMol25
Level of theory: ωB97M-V with the def2-TZVPD basis set

Energy above the lowest of the compared OMol25 structures with the same formula, charge and spin = 313.0 kJ/mol
F_max = 3.74 eV Å⁻¹
Total charge = -1
Energy = -15954.55006 eV
LUMO (alpha / beta) = 3.334 / 3.487 eV

XYZ file:
```
21
Properties=species:S:1:pos:R:3:forces:R:3:lowdin_charge:R:1
C -3.40360 0.34482 -0.29153 -0.6 0.8 -1.4 -0.575
C -4.85560 0.72597 0.02567 0.8 1.3 -3.0 -0.031
C 2.03021 -0.56157 -1.36092 -0.5 2.1 -2.3 -0.093
C 2.67004 -1.56233 0.88153 -0.1 -0.7 1.3 -0.085
C 1.60254 -1.44312 -0.22015 1.0 -0.7 -0.3 -0.469
N 0.30035 -0.92146 0.10566 0.6 1.3 2.6 0.021
N -2.68810 -0.34121 0.61038 1.8 -1.1 1.4 -0.094
N -0.70505 -1.40468 -0.32058 -2.3 -2.2 -2.0 -0.148
O -3.17783 -1.06394 1.54301 -0.6 0.7 -0.8 -0.148
O -0.94523 -2.40110 -1.09566 1.1 1.7 1.4 -0.101
O -2.84681 0.82142 -1.30460 -0.7 -0.4 0.8 -0.044
H -5.22610 0.26182 0.85660 -0.9 -1.3 2.2 0.004
H -5.51973 0.48531 -0.87164 0.9 0.6 1.1 0.093
H -4.77047 1.81944 0.21236 -0.6 -0.6 -0.3 0.079
H 1.05391 -0.26503 -1.85538 1.2 0.1 0.4 0.092
H 2.54518 -1.05008 -2.17540 0.5 -0.7 0.0 0.053
H 2.64201 0.41057 -1.22066 -1.1 -1.6 0.6 0.100
H 2.86877 -0.63701 1.49429 -0.9 -1.0 -0.2 0.080
H 2.48400 -2.55128 1.47296 0.2 2.1 -0.4 0.098
H 3.66589 -1.70364 0.45536 -0.2 -0.2 -0.6 0.052
H 1.42006 -2.46855 -0.53484 0.2 -0.2 -0.6 0.116
```
Forces are in eV/Å.


No. 2
Formula: C5H10N3O3S
Source: OMol25
Level of theory: ωB97M-V with the def2-TZVPD basis set

Energy above the lowest of the compared OMol25 structures with the same formula, charge and spin = 498.8 kJ/mol
F_max = 3.73 eV Å⁻¹
Total charge = +1
Energy = -26782.98967 eV
LUMO (alpha / beta) = -5.727 / -3.693 eV

XYZ file:
```
22
Properties=species:S:1:pos:R:3:forces:R:3:lowdin_charge:R:1
C -1.09830 -0.59300 1.54391 -1.1 -1.5 2.4 -0.004
C -0.20711 0.16238 2.21769 0.1 -0.1 1.1 -0.008
C -0.00657 0.59443 0.09172 1.4 0.3 -1.1 0.026
C 1.35273 2.09100 1.52494 0.9 0.2 -1.9 0.043
C -1.39062 -1.15593 -0.83459 -2.3 -1.4 -1.6 -0.026
N -0.94401 -0.38199 0.20197 0.9 0.8 0.6 -0.064
N 0.47554 0.90715 1.32023 0.1 1.0 -3.6 -0.050
N 0.86404 -2.37967 -2.42942 0.6 -1.5 1.3 0.135
O -1.62354 -1.45751 -3.43055 -0.3 -0.2 0.2 -0.220
O -0.12103 0.32732 -2.69060 1.1 0.7 0.0 -0.290
O -2.49353 0.59435 -2.37699 -0.2 0.3 0.1 -0.143
S -1.29578 -0.44483 -2.50353 -2.6 0.2 0.1 0.556
H -1.83347 -1.24519 2.06011 0.6 0.3 -1.1 0.165
H 0.06831 0.20680 3.26456 -0.5 0.0 -0.1 0.156
H 0.34442 0.89295 -0.94969 -0.3 0.0 2.0 0.167
H 1.53153 2.75253 0.59533 -1.1 -1.3 1.3 0.146
H 0.94270 2.62633 2.31778 -0.9 1.2 1.1 0.076
H 2.36012 1.87856 1.82255 0.4 -1.0 0.2 0.094
H -2.19141 -2.02826 -0.69886 2.1 2.2 -0.1 0.193
H 0.54243 -1.44504 -2.57364 0.8 0.0 -1.2 -0.114
H -2.45498 1.41642 -2.93246 0.4 -1.0 0.4 0.145
H 0.84344 -2.98401 -3.26071 -0.2 0.8 0.0 0.018
```
Forces are in eV/Å.


No. 3
Formula: C5H10N3OS
Source: OMol25
Level of theory: ωB97M-V with the def2-TZVPD basis set

Energy above the lowest of the compared OMol25 structures with the same formula, charge and spin = 383.3 kJ/mol
F_max = 4.40 eV Å⁻¹
Total charge = +1
Energy = -22688.88289 eV
LUMO = -5.038 eV

XYZ file:
```
20
Properties=species:S:1:pos:R:3:forces:R:3:lowdin_charge:R:1
C 0.22111 -0.48302 -0.65454 2.9 0.6 -0.4 -0.410
C 2.64258 -0.38798 -0.00162 2.1 1.8 0.4 -0.671
C -0.57518 0.41392 0.27237 -1.0 -0.6 -2.4 -0.396
C -1.63789 1.22548 -0.46270 -2.6 -2.2 -2.2 -0.014
C -0.05722 0.96732 1.50477 2.9 0.5 1.9 -0.018
N -0.79135 -1.08539 0.06449 -2.6 0.0 0.4 0.021
N 1.57466 -0.96734 0.03590 -3.1 -1.5 0.8 0.110
N 0.34905 -0.47943 -2.03418 0.4 -3.1 1.9 0.187
O -0.37946 -1.94043 1.09906 -1.0 -0.8 0.1 -0.011
S 3.88979 0.49106 0.04350 -0.1 -0.5 -0.3 1.005
H -1.68693 2.32441 -0.60987 0.8 -0.7 1.0 0.098
H -2.57757 0.83579 0.04185 0.7 1.0 -0.7 0.111
H -1.77290 0.82644 -1.58631 0.4 0.7 2.5 0.121
H 0.70077 0.25271 1.92625 -0.6 0.8 -0.1 0.087
H -0.69162 1.25264 2.39793 0.1 -0.3 -1.7 0.130
H 0.55507 1.83536 1.11862 -0.7 -0.4 1.0 0.123
H 1.19590 -1.57758 0.84473 1.0 0.2 -0.9 0.176
H 0.22090 0.34939 -2.44615 -0.3 4.1 -1.6 0.050
H -0.15295 -1.15576 -2.57606 -0.1 -0.8 0.3 0.123
H -1.02677 -2.69758 1.02195 1.0 1.0 0.2 0.175
```
Forces are in eV/Å.


No. 4
Formula: C5H10N3S
Source: OMol25
Level of theory: ωB97M-V with the def2-TZVPD basis set

Energy above the lowest of the compared OMol25 structures with the same formula, charge and spin = 513.6 kJ/mol
F_max = 2.86 eV Å⁻¹
Total charge = +1
Energy = -20640.54282 eV
LUMO (alpha / beta) = -5.147 / -5.148 eV

XYZ file:
```
19
Properties=species:S:1:pos:R:3:forces:R:3:lowdin_charge:R:1
C 1.98695 0.93598 1.09634 1.2 0.9 -0.8 -0.337
C 0.33409 -0.44101 -0.03193 -0.7 1.0 0.0 0.064
C -2.05554 -0.20792 0.44154 1.2 -0.7 -1.9 0.030
C -1.15139 -0.67598 -1.93922 2.2 -0.3 -0.3 -0.011
C -0.89101 -0.48366 -0.49843 1.2 -0.7 1.2 -0.255
N 0.52736 2.90391 -0.29449 1.5 0.0 0.2 -0.319
N 1.36597 -0.30068 0.69049 -1.6 0.3 -0.5 -0.170
N 1.80088 -1.41605 1.34182 1.0 1.4 1.9 0.148
S 1.81903 2.50557 0.45289 -1.5 -1.8 0.7 1.017
H 2.91645 0.79547 1.71228 -1.1 0.2 -0.8 0.092
H -2.18340 0.80378 0.32160 -0.6 2.8 -0.3 0.069
H -1.91602 -0.32461 1.45867 0.5 -0.9 2.0 0.080
H -2.93962 -0.63431 0.06666 -1.1 -1.0 -0.3 0.091
H -1.82710 -1.46831 -2.11782 -0.6 -1.1 -0.1 0.089
H -0.19162 -0.81063 -2.53577 -1.5 0.3 0.7 0.132
H -1.68602 0.19115 -2.17909 -0.7 1.5 -1.1 0.082
H -0.15149 2.24208 -0.64005 0.0 -0.4 0.2 -0.013
H 2.74915 -1.31541 1.57742 1.3 -0.4 0.3 0.097
H 1.49334 -2.29938 1.07707 -0.8 -1.3 -1.0 0.112
```
Forces are in eV/Å.


No. 5
Formula: C5H10N3S
Source: OMol25
Level of theory: ωB97M-V with the def2-TZVPD basis set

Energy above the lowest of the compared OMol25 structures with the same formula, charge and spin = 442.7 kJ/mol
F_max = 3.80 eV Å⁻¹
Total charge = +1
Energy = -20641.27744 eV
LUMO (alpha / beta) = -5.276 / -5.867 eV

XYZ file:
```
19
Properties=species:S:1:pos:R:3:forces:R:3:lowdin_charge:R:1
C -2.34410 0.86605 -0.04951 -0.2 -0.1 -0.3 -0.567
C 2.30148 0.69614 0.11500 0.8 -0.3 -0.7 -0.054
C 2.09994 -0.72461 -0.35456 0.9 -0.2 -2.6 -0.080
C -1.79152 -1.89946 0.47610 0.6 0.9 3.6 -0.351
C 1.05603 0.26789 -0.68266 1.2 2.5 -1.6 -0.304
N -1.08211 1.12640 -0.20334 -0.4 -0.5 -0.1 0.083
N -3.34007 1.78838 -0.04977 1.9 1.5 -0.2 0.115
N -0.17226 0.14969 -0.02598 -1.0 0.2 2.4 -0.015
S -2.88246 -0.89813 -0.22892 -1.0 1.1 -0.6 1.006
H 2.16950 0.95341 1.13124 -0.3 -0.3 1.1 0.089
H 3.08897 1.36634 -0.29010 -0.9 -0.7 -0.4 0.126
H 2.61287 -1.23694 -1.27139 -0.6 1.2 2.1 0.162
H 1.69437 -1.37648 0.36494 0.1 -1.1 0.9 0.083
H -1.58776 -2.82561 0.07784 0.2 -1.8 -1.9 -0.003
H -1.61392 -2.06466 1.61050 -0.2 1.4 -1.7 0.092
H 1.02078 0.87507 -1.61903 -0.4 -1.3 0.5 0.173
H -3.16124 2.85747 -0.17586 -0.3 -3.0 0.4 0.191
H -4.27121 1.44634 0.04343 -0.5 0.1 0.0 0.088
H -0.12235 -0.18778 0.96446 0.1 0.4 -1.3 0.164
```
Forces are in eV/Å.


No. 6
Formula: C5H10N4
Source: OMol25
Level of theory: ωB97M-V with the def2-TZVPD basis set

Energy above the lowest of the compared OMol25 structures with the same formula, charge and spin = 463.2 kJ/mol
F_max = 6.21 eV Å⁻¹
Energy = -11303.07727 eV
LUMO = -0.545 eV

XYZ file:
```
19
Properties=species:S:1:pos:R:3:forces:R:3:lowdin_charge:R:1
C 0.17460 -2.89387 1.54995 -0.9 -0.2 0.0 -0.127
C 1.11513 2.37607 -1.25208 0.2 0.0 0.2 -0.020
C -0.59700 0.39494 -0.70001 0.4 3.7 -5.0 -0.543
C 0.68617 1.21058 -0.43767 -2.5 -0.7 -1.2 -0.386
N -1.72964 1.11852 -0.21945 0.4 -1.5 0.8 0.128
C 0.08799 -0.64144 0.91823 3.6 0.2 2.0 -0.192
N 1.20139 0.66831 0.55709 -1.1 -2.7 1.5 0.202
N 0.37748 -1.82362 0.60573 0.7 1.0 0.2 0.000
N -0.69885 -0.36654 -1.75455 -1.2 0.7 1.2 0.122
H -2.56736 0.56124 -0.33287 -0.2 0.0 -0.1 0.093
H -1.64121 1.44033 0.73572 0.0 0.0 0.1 0.085
H -0.06639 -0.08447 -2.50164 0.7 -0.6 0.6 0.046
H -0.35300 -0.35788 1.88354 -0.3 0.0 -0.1 0.109
H 1.10865 -3.45263 1.64470 0.0 0.1 -0.1 0.080
H -0.14298 -2.55264 2.54949 0.0 0.0 -0.2 0.074
H -0.57408 -3.58325 1.14677 0.1 -0.1 0.1 0.079
H 0.33067 3.13532 -1.23124 0.0 0.0 0.0 0.086
H 2.04741 2.78896 -0.87006 0.0 0.0 -0.1 0.081
H 1.24103 2.06206 -2.29162 0.1 0.1 0.1 0.083
```
Forces are in eV/Å.